*w*
A cluster of 2 separate species, C2H3ClFO2S in total. Source: the Open Molecules 2025 dataset; level of theory: the ωB97M-V functional and the def2-TZVPD basis.

The geometry in XYZ format:
```
10
Properties=species:S:1:pos:R:3
Cl -1.7955 -2.4603 -0.0547
S -1.6946 0.5183 -0.2066
F 2.6548 -0.2196 -0.4564
O -2.6915 0.4690 0.8471
O -0.6581 1.5906 -0.1532
C 2.1198 0.7532 0.3491
C -0.6976 -1.0373 -0.1271
H 1.4185 1.4035 -0.3255
H 1.5457 0.1873 1.1660
H -0.2014 -1.2047 -1.0387
```

- HOMO-LUMO gap (alpha / beta): 6.8 / 7.2 eV
- Total charge: -1
- HOMO energy (alpha / beta): -3.5 / -4.0 eV



*x*
The ion C2H3ClFO2S with charge -1. Source: the Open Molecules 2025 dataset; level of theory: the ωB97M-V functional and the def2-TZVPD basis.

The geometry in XYZ format:
```
10
Properties=species:S:1:pos:R:3
Cl 0.5837 0.9669 -2.8726
S -1.2280 0.1183 -0.6736
F 1.9396 -0.5770 2.0333
O -0.8641 -1.2063 -1.2108
O 0.0975 0.2792 0.9366
C -0.8451 1.2966 -1.8429
C 0.5836 -0.6936 1.6296
H 0.6299 -1.5395 1.0466
H 0.1183 -0.9876 2.5320
H -1.0155 2.3430 -1.5784
```

- HOMO-LUMO gap: 7.9 eV
- Total charge: -1
- HOMO energy: -4.2 eV



Calculated relative energies: *w* 214.9; *x* 0.0, given in kJ/mol



*w*
A structure of composition C4H5Cl. Source: the Open Molecules 2025 dataset; level of theory: the ωB97M-V functional and the def2-TZVPD basis.

The geometry in XYZ format:
```
10
Properties=species:S:1:pos:R:3
Cl 2.4268 0.4481 0.0538
C -1.1517 0.5263 0.1120
C 0.7857 -0.0460 0.1731
C -0.2149 0.1344 -0.9853
C -0.3021 0.1330 1.0946
H -2.1675 0.9153 0.1627
H 1.2160 -1.9801 0.5102
H -0.3191 -0.8026 -1.4806
H -0.3955 -0.0896 2.0976
H 0.1223 0.7611 -1.7381
```

- HOMO-LUMO gap (alpha / beta): 7.9 / 8.6 eV
- Total charge: 0
- HOMO energy (alpha / beta): -8.0 / -8.7 eV



*x*
A cluster of 2 separate species, C4H5Cl in total. Source: the Open Molecules 2025 dataset; level of theory: the ωB97M-V functional and the def2-TZVPD basis.

The geometry in XYZ format:
```
10
Properties=species:S:1:pos:R:3
Cl -3.7167 -0.4686 0.2717
C 1.2070 0.4425 0.2457
C 0.8347 -0.9478 -0.1882
C 0.0533 0.2603 -0.2678
C -3.0869 0.7514 -0.6270
H 1.3388 -1.2407 -1.0689
H 0.5207 -1.8181 0.3899
H -0.8869 0.5676 -0.6701
H 1.9683 1.1134 0.6806
H -2.5445 1.4702 0.1616
```

- HOMO-LUMO gap: 8.3 eV
- Total charge: 0
- HOMO energy: -9.3 eV



Calculated relative energies: *w* 0.0; *x* 144.7, given in kJ/mol



*w*
A cluster of 2 separate species, C4H13NOS in total. Source: the Open Molecules 2025 dataset; level of theory: the ωB97M-V functional and the def2-TZVPD basis.

The geometry in XYZ format:
```
20
Properties=species:S:1:pos:R:3
S 0.8222 -1.3809 -3.2290
O -1.8570 2.2276 2.3459
N 0.8921 -0.1365 0.7965
C -0.2542 -0.6964 -0.0726
C 0.5413 0.1421 -2.2821
C -0.5981 0.0753 -1.3643
C 1.0157 -0.9669 1.9451
H 1.0020 -2.0585 1.7407
H 1.2296 -0.8587 -4.5048
H 0.0567 -0.7940 2.5006
H 0.6559 0.8327 1.0047
H -1.0579 2.1106 2.8856
H -2.5744 2.2789 2.9534
H 1.8858 -0.7205 2.5835
H 0.3176 0.9250 -3.0369
H -0.7420 1.1034 -1.0869
H 1.3651 0.5650 -1.6293
H -1.1982 -0.7328 0.5864
H 0.1156 -1.7247 -0.3397
H -1.6177 -0.1906 -1.7967
```

- ⟨S²⟩: 0.755
- HOMO-LUMO gap (alpha / beta): 9.5 / 4.1 eV
- Spin multiplicity: 2
- Total charge: +1
- HOMO energy (alpha / beta): -12.7 / -12.4 eV



*x*
A cluster of 2 separate species, C4H13NOS in total. Source: the Open Molecules 2025 dataset; level of theory: the ωB97M-V functional and the def2-TZVPD basis.

The geometry in XYZ format:
```
20
Properties=species:S:1:pos:R:3
S 1.4971 0.6038 1.3489
O 4.7226 2.7357 -4.7362
N -0.8096 -1.1460 -0.1175
C 0.0137 -1.8169 0.8729
C -2.2707 0.7481 0.6795
C -2.1411 -0.6932 0.1849
C 0.5527 -0.8756 1.9522
H -2.5875 -1.3501 0.9215
H -2.7017 -0.8165 -0.7492
H 1.1495 -1.5091 2.6008
H -0.3116 -0.4589 -0.6893
H 1.4197 0.4025 0.0296
H -1.8835 0.8402 1.6978
H 0.8467 -2.3525 0.4248
H -0.2145 -0.3859 2.5430
H 4.5054 3.6325 -5.0098
H -3.3358 0.9797 0.7695
H -0.6330 -2.5588 1.3309
H -1.8541 1.5235 0.0466
H 4.0356 2.4973 -4.1008
```

- ⟨S²⟩: 0.754
- HOMO-LUMO gap (alpha / beta): 10.2 / 5.3 eV
- Spin multiplicity: 2
- Total charge: +1
- HOMO energy (alpha / beta): -13.3 / -13.3 eV



Calculated relative energies: *w* 82.0; *x* 0.0, given in kJ/mol



*w*
The molecule C17H14N2O3. Source: the Open Molecules 2025 dataset; level of theory: the ωB97M-V functional and the def2-TZVPD basis.

The geometry in XYZ format:
```
36
Properties=species:S:1:pos:R:3
O 1.6603 1.4731 0.3030
O -0.2484 -0.4898 1.5180
O -0.4591 2.2187 -1.4912
N -1.8067 1.3663 0.0804
N 2.6913 2.3014 0.5694
C -0.8235 1.2530 -0.8524
C 3.6686 1.9999 -0.2472
C 3.2875 0.9207 -1.0810
C -2.2347 -1.4748 2.4274
C -1.6014 -0.5389 1.6201
C -4.3754 -0.5488 1.8931
C 2.0036 0.6373 -0.6901
C -2.3762 0.3918 0.9118
C 4.9615 2.7281 -0.2328
C 0.6345 -2.6061 -1.9391
C -3.6111 -1.4869 2.5629
C 1.0619 -0.3735 -1.1433
C -0.7282 -2.3566 -1.9211
C -3.7570 0.3804 1.0773
C 1.5243 -1.6221 -1.5513
C -1.1991 -1.1169 -1.5250
C -0.3144 -0.1213 -1.1332
H -2.2607 -0.9160 -1.5320
H -5.4484 -0.5395 2.0030
H 5.7818 2.0364 -0.0469
H 0.1492 -1.1428 2.1063
H -2.2232 2.2888 0.1265
H 1.0035 -3.5713 -2.2528
H 2.5859 -1.8186 -1.5491
H -4.3463 1.1164 0.5500
H -1.6301 -2.1906 2.9689
H -1.4246 -3.1251 -2.2218
H 3.8614 0.4570 -1.8556
H -4.0799 -2.2209 3.1997
H 5.1303 3.2056 -1.1967
H 4.9429 3.4855 0.5449
```

- HOMO-LUMO gap: 9.0 eV
- Total charge: 0
- HOMO energy: -8.5 eV



*x*
The molecule C17H14N2O3. Source: the Open Molecules 2025 dataset; level of theory: the ωB97M-V functional and the def2-TZVPD basis.

The geometry in XYZ format:
```
36
Properties=species:S:1:pos:R:3
O -6.4214 0.3919 1.1684
O 1.7043 -1.2805 1.8719
O -4.8056 2.5566 1.0479
N 2.4298 0.5385 0.7360
N 0.1002 2.9525 0.9231
C -4.2242 1.3336 1.2576
C 3.4687 -0.4604 -1.2302
C -3.1999 -1.2011 1.6925
C -4.5610 -1.0349 1.5530
C 4.4871 -0.2262 -2.1430
C 0.0732 1.8257 1.1596
C 2.2828 -1.0328 -1.6765
C 4.3249 -0.5577 -3.4768
C 2.1168 -1.3565 -3.0099
C -2.8657 1.1627 1.3918
C -2.3236 -0.1133 1.6015
C 1.4940 -0.1835 1.3965
C 0.1368 0.4569 1.4495
C 3.1377 -1.1188 -3.9146
C -0.9133 -0.3691 1.6778
C 3.6273 -0.0915 0.2262
C -5.0926 0.2281 1.3243
H 1.1889 -1.7980 -3.3421
H -4.1216 3.2346 1.0072
H 5.4124 0.2198 -1.8070
H -0.6357 -1.3950 1.8967
H -2.2178 2.0247 1.3321
H -5.2362 -1.8726 1.6132
H 1.4835 -1.2288 -0.9757
H 2.1564 1.4085 0.3021
H 5.1249 -0.3715 -4.1790
H 3.7805 -0.9926 0.8286
H 4.4809 0.5768 0.3651
H -2.7996 -2.1895 1.8606
H 3.0050 -1.3707 -4.9569
H -6.5975 1.3341 1.0287
```

- HOMO-LUMO gap: 7.9 eV
- Total charge: 0
- HOMO energy: -8.5 eV



Calculated relative energies: *w* 71.5; *x* 0.0, given in kJ/mol